Entry 1:
# C2H5OP

A structure of composition C2H5OP at a distorted geometry (ωB97M-V/def2-TZVPD, the OMol25 dataset).

Structure (XYZ):
```
9
Properties=species:S:1:pos:R:3:forces:R:3:mulliken_charge:R:1
C 1.2564 -0.9007 0.7077 1.2133 0.5271 -2.5983 -0.26
C 0.6771 -0.4988 1.6796 -0.6273 -0.4278 1.3617 -0.44
O -0.5971 1.6561 0.0584 0.9058 4.2531 -0.7412 -0.43
P -0.9438 0.3088 0.3446 -0.6126 -4.3560 0.8641 0.24
H 1.7398 -0.8454 -0.2572 -0.0224 -0.6260 0.5470 0.44
H -1.4024 0.4912 -2.5197 0.9460 0.6814 0.7516 0.26
H 0.4915 -0.5097 2.7085 -0.3399 0.3882 0.9118 0.44
H -0.3231 -0.5317 -0.7068 -0.3844 0.0191 0.3101 0.00
H -0.8985 0.8303 -2.0150 -1.0784 -0.4592 -1.4067 -0.26
```
Positions in Å, forces in eV/Å.

Results
Spin multiplicity = 1
Relative energy (zero: lowest compared OMol25 entry of this formula, charge and spin) = 94.6 kcal per mole
Kohn-Sham gap = 0.3384 hartree
Total energy = -495.62978 Eh


Entry 2:
# C2H5OPS

An isolated molecule of C2H5OPS at a distorted geometry (ωB97M-V/def2-TZVPD, the OMol25 dataset).

Structure (XYZ):
```
10
Properties=species:S:1:pos:R:3:forces:R:3:mulliken_charge:R:1
O 0.4518 -1.3908 -0.5066 -2.1281 0.5161 -1.5823 -0.55
C -0.5625 -0.3607 -0.8175 0.6602 -1.0630 3.2812 -0.42
C -0.3354 0.8283 0.1849 -1.7275 -0.5599 -1.3817 0.22
P 1.1771 0.6831 1.1069 0.6773 0.5209 0.6762 -0.09
S -1.3666 2.0739 0.2579 0.0927 -0.1714 -0.0889 -0.23
H 1.1153 -1.0625 -1.0803 1.8539 -0.3745 -0.7185 0.33
H -0.4378 0.0821 -1.7519 0.2576 0.3106 -1.9242 0.34
H -1.4905 -0.9264 -0.7566 -0.3391 0.7886 0.2134 0.28
H 0.4270 0.7595 2.2571 -0.0208 0.5668 1.0218 0.06
H 1.0216 -0.6864 1.1060 0.6738 -0.5342 0.5030 0.08
```
Positions in Å, forces in eV/Å.

Results
Spin multiplicity = 1
Relative energy (zero: lowest compared OMol25 entry of this formula, charge and spin) = 47.7 kcal per mole
Kohn-Sham gap = 0.3021 hartree
Total energy = -893.89680 Eh
Structure (SMILES) = OCC(P)=S


Entry 3:
# C2H5OPS

A cluster of 2 separate species, C2H5OPS in total at a distorted geometry (ωB97M-V/def2-TZVPD, the OMol25 dataset).

Structure (XYZ):
```
10
Properties=species:S:1:pos:R:3:forces:R:3:mulliken_charge:R:1
C -0.4629 -0.4646 -0.0521 -0.3883 -2.1647 1.5278 -0.72
C 0.1401 0.8330 -0.3182 -1.1421 1.2467 -1.1502 -0.56
O 2.2649 -2.5415 1.0496 1.3712 0.3977 2.0584 -0.31
P 1.4250 -2.6680 -0.1045 -2.0956 0.3925 -2.3450 0.45
S -0.8141 2.2542 0.4687 -1.6619 -0.7162 -1.3812 -0.22
H -0.4773 -0.9232 1.0133 -0.0213 1.3649 -1.8087 0.37
H -1.4032 -0.6442 -0.6042 0.6620 -0.3032 0.2005 0.27
H 0.3217 1.0978 -1.3963 -0.3230 -0.4556 1.0815 0.32
H 0.9859 1.0465 0.2288 2.4647 -0.2326 0.8847 0.28
H -1.9801 2.0101 -0.2850 1.1342 0.4706 0.9322 0.12
```
Positions in Å, forces in eV/Å.

Results
Spin multiplicity = 1
Relative energy (zero: lowest compared OMol25 entry of this formula, charge and spin) = 69.0 kcal per mole
Kohn-Sham gap (alpha / beta) = 0.2592 / 0.2322 hartree
Total energy = -893.86286 Eh


- What is the formula in the second record?
  C2H5OPS